Entry 1:
{"formula": "C4H6FN", "method": "the ωB97M-V functional and the def2-TZVPD basis", "species": ["C", "C", "C", "C", "N", "F", "H", "H", "H", "H", "H", "H"], "coordinates": [[-2.44, 1.66, -0.01], [-1.64, 0.77, -0.04], [0.36, -0.44, -1.00], [-0.83, -0.32, -0.22], [1.92, 0.03, 1.14], [-0.94, -1.38, 0.63], [-3.15, 2.39, 0.34], [1.31, 0.10, -0.32], [0.85, -1.43, -0.97], [0.33, -0.18, -2.02], [2.94, -0.38, 1.19], [1.28, -0.80, 1.28]], "homo_ev": [-9.7, -7.9], "spin_multiplicity": 1, "e_lumo_ev": [-0.42, -0.96], "total_charge": 0, "largest_force_ev_per_a": 2.43, "relative_energy_kcal_mol": 130.8}

Entry 2:
{"formula": "C5H9N3O", "method": "the ωB97M-V functional and the def2-TZVPD basis", "species": ["C", "C", "C", "C", "N", "N", "C", "N", "O", "H", "H", "H", "H", "H", "H", "H", "H", "H"], "coordinates": [[1.10, 1.46, 0.71], [0.88, -0.99, -0.29], [0.71, 0.15, 0.19], [-1.36, 0.20, -0.17], [0.55, -2.23, -0.66], [-1.69, 1.25, -1.00], [-2.16, -0.41, 0.69], [2.95, -0.99, 0.20], [3.73, -0.10, 0.14], [0.77, -2.56, -1.58], [-0.10, -2.73, -0.07], [-2.64, 1.60, -0.96], [-1.28, 1.24, -1.92], [2.18, 1.55, 0.84], [0.74, 2.24, 0.04], [0.63, 1.63, 1.68], [-1.78, -1.13, 1.42], [-3.23, -0.19, 0.75]], "homo_ev": [-6.2, -7.2], "spin_multiplicity": 1, "e_lumo_ev": [0.81, 0.05], "total_charge": 0, "largest_force_ev_per_a": 2.92, "relative_energy_kcal_mol": 191.5}

Entry 3:
{"formula": "C4H6O2", "method": "the ωB97M-V functional and the def2-TZVPD basis", "species": ["O", "C", "C", "C", "C", "O", "H", "H", "H", "H", "H", "H"], "coordinates": [[-0.10, -1.75, -1.26], [0.45, -0.80, -0.42], [0.07, 0.67, -0.70], [-0.07, 1.21, 0.70], [-0.10, 0.17, 1.53], [0.05, -1.05, 0.95], [-1.06, -1.61, -1.27], [1.53, -0.96, -0.46], [0.83, 1.16, -1.31], [-0.88, 0.72, -1.26], [-0.18, 2.25, 0.97], [-0.25, 0.14, 2.60]], "homo_ev": -8.7, "spin_multiplicity": 1, "e_lumo_ev": 0.96, "total_charge": 0, "largest_force_ev_per_a": 0.29, "smiles": "O[C@H]1CC=CO1", "relative_energy_kcal_mol": 26.5}

Entry 4:
{"formula": "C39H42F8O4Zn", "method": "the ωB97M-V functional and the def2-TZVPD basis", "species": ["Zn", "C", "O", "O", "C", "F", "F", "F", "C", "C", "H", "H", "H", "H", "H", "H", "C", "C", "O", "H", "H", "H", "H", "H", "F", "C", "C", "C", "C", "C", "C", "H", "H", "H", "H", "H", "F", "C", "C", "C", "C", "C", "C", "H", "H", "H", "H", "H", "F", "C", "C", "C", "C", "C", "C", "H", "H", "H", "H", "H", "F", "C", "C", "C", "C", "C", "C", "H", "H", "H", "H", "H", "F", "C", "C", "C", "C", "C", "C", "H", "H", "H", "H", "H", "C", "C", "O", "C", "H", "H", "H", "H", "H", "H"], "coordinates": [[31.51, 15.58, 17.48], [31.68, 13.85, 19.70], [30.83, 13.81, 18.49], [32.31, 15.13, 19.37], [30.83, 13.68, 21.08], [30.69, 12.45, 21.55], [31.50, 14.21, 22.07], [29.57, 14.14, 20.98], [29.93, 12.73, 18.40], [29.08, 12.78, 17.15], [28.68, 13.79, 17.18], [29.62, 12.50, 16.24], [28.26, 12.06, 17.15], [29.34, 12.58, 19.30], [30.56, 11.85, 18.30], [32.34, 12.98, 19.69], [28.14, 16.61, 15.00], [29.65, 16.37, 14.76], [30.30, 15.65, 15.84], [27.66, 17.07, 14.14], [27.86, 17.01, 15.97], [27.76, 15.59, 15.01], [30.19, 17.32, 14.74], [29.81, 15.93, 13.78], [30.27, 11.90, 13.80], [30.30, 12.55, 12.64], [31.24, 12.28, 11.76], [31.35, 12.93, 10.51], [30.38, 13.82, 10.14], [29.31, 14.06, 11.02], [29.32, 13.51, 12.30], [31.97, 11.50, 11.95], [32.14, 12.58, 9.86], [30.57, 14.25, 9.17], [28.48, 14.69, 10.74], [28.57, 13.96, 12.93], [29.82, 19.64, 11.59], [28.56, 19.24, 11.35], [27.65, 20.25, 10.98], [26.23, 20.02, 10.93], [25.84, 18.67, 11.14], [26.80, 17.64, 11.33], [28.12, 17.97, 11.58], [28.10, 21.20, 10.76], [25.43, 20.71, 10.71], [24.78, 18.47, 11.06], [26.37, 16.66, 11.46], [28.81, 17.22, 11.95], [25.45, 18.41, 19.11], [25.34, 18.49, 17.75], [26.42, 19.04, 17.06], [26.26, 19.25, 15.68], [25.08, 18.89, 15.05], [24.09, 18.18, 15.76], [24.26, 18.08, 17.09], [27.23, 19.44, 17.65], [27.14, 19.62, 15.17], [24.85, 19.05, 14.01], [23.27, 17.63, 15.31], [23.41, 17.57, 17.53], [23.32, 15.90, 12.58], [24.12, 14.81, 12.64], [23.91, 13.69, 11.79], [24.72, 12.55, 11.85], [25.77, 12.51, 12.80], [25.94, 13.63, 13.66], [25.12, 14.73, 13.52], [23.09, 13.66, 11.10], [24.61, 11.76, 11.12], [26.27, 11.56, 12.98], [26.71, 13.57, 14.41], [25.15, 15.47, 14.31], [35.74, 18.41, 14.45], [34.93, 17.74, 13.56], [35.55, 17.16, 12.47], [34.84, 16.59, 11.44], [33.46, 16.72, 11.45], [32.79, 17.18, 12.57], [33.56, 17.74, 13.67], [36.62, 17.21, 12.58], [35.36, 16.14, 10.61], [32.82, 16.34, 10.67], [31.71, 17.17, 12.65], [33.14, 18.20, 14.56], [29.77, 19.26, 19.38], [29.51, 17.74, 19.26], [30.07, 16.98, 18.44], [28.42, 17.17, 20.19], [30.60, 19.53, 18.72], [30.26, 19.30, 20.35], [28.92, 19.94, 19.32], [27.78, 17.90, 20.68], [28.85, 16.48, 20.92], [27.81, 16.58, 19.50]], "homo_ev": -8.6, "spin_multiplicity": 1, "e_lumo_ev": -0.11, "total_charge": 0, "largest_force_ev_per_a": 4.05, "relative_energy_kcal_mol": 71.5}

Entry 5:
{"formula": "C6H17NOP", "method": "the ωB97M-V functional and the def2-TZVPD basis", "species": ["C", "C", "C", "C", "C", "C", "N", "O", "P", "H", "H", "H", "H", "H", "H", "H", "H", "H", "H", "H", "H", "H", "H", "H", "H", "H"], "coordinates": [[-0.19, 1.93, 2.38], [-1.85, 0.17, -0.89], [-1.57, -2.10, 0.25], [0.47, 1.64, 1.06], [1.86, -0.08, -1.85], [-1.16, -0.68, 0.06], [1.07, -1.29, -1.56], [2.27, 0.52, -0.62], [0.32, -0.21, 0.78], [-1.33, 1.78, 2.60], [0.32, 1.13, 3.03], [0.05, 2.94, 2.77], [-2.28, -0.45, -1.75], [-2.75, 0.53, -0.60], [-1.29, 1.04, -1.28], [-1.40, -2.63, -0.72], [-2.65, -2.05, 0.53], [-0.99, -2.62, 1.14], [1.48, 1.90, 1.22], [0.17, 2.16, 0.16], [1.08, 0.42, -2.41], [2.69, -0.24, -2.58], [0.72, -1.75, -2.45], [1.62, -1.79, -0.91], [3.25, 0.45, -0.54], [0.10, -0.73, 2.18]], "homo_ev": [-11.0, -14.1], "spin_multiplicity": 3, "e_lumo_ev": [-2.65, -6.30], "total_charge": 1, "largest_force_ev_per_a": 3.78, "relative_energy_kcal_mol": 12.6}

Entry 6:
{"formula": "C6H8BrN2O", "method": "the ωB97M-V functional and the def2-TZVPD basis", "species": ["C", "C", "C", "C", "C", "C", "N", "N", "O", "Br", "H", "H", "H", "H", "H", "H", "H", "H"], "coordinates": [[-0.92, 1.25, 0.70], [-0.33, 0.49, -0.27], [-2.03, 1.44, -1.13], [2.61, 0.32, 0.94], [1.74, -0.47, 0.30], [0.69, -2.62, 0.28], [-1.97, 1.85, 0.11], [-1.01, 0.65, -1.38], [1.59, -1.66, -0.22], [-3.33, 1.86, -2.41], [-0.56, 1.46, 1.66], [3.40, -0.18, 1.37], [2.55, 1.42, 0.89], [-0.25, -2.09, 0.05], [0.66, -2.94, 1.33], [0.85, -3.38, -0.53], [-2.64, 2.52, 0.52], [-1.04, 0.08, -2.20]], "homo_ev": -13.1, "spin_multiplicity": 1, "e_lumo_ev": -3.40, "total_charge": 1, "largest_force_ev_per_a": 6.43, "relative_energy_kcal_mol": 75.5}

Entry 7:
{"formula": "C5H4CoLiO6", "method": "the ωB97M-V functional and the def2-TZVPD basis", "species": ["O", "C", "O", "O", "Co", "O", "C", "O", "O", "C", "C", "C", "Li", "H", "H", "H", "H"], "coordinates": [[4.59, 4.37, -1.49], [3.81, 3.54, -1.41], [3.05, 2.66, -1.29], [1.52, -0.40, -0.26], [2.03, 1.12, -0.99], [-2.86, 0.84, 2.05], [-2.55, 0.21, 1.02], [-3.21, 0.25, -0.05], [-1.59, -0.73, 1.15], [-0.99, -1.20, -0.05], [0.68, -2.47, 0.49], [0.67, -1.05, 0.34], [-4.21, 1.69, 0.89], [-1.81, -1.88, -0.34], [-0.95, -1.01, -1.13], [0.75, -3.13, -0.38], [1.08, -2.81, 1.45]], "homo_ev": [-15.9, -15.9], "spin_multiplicity": 5, "e_lumo_ev": [-8.86, -11.31], "total_charge": 2, "largest_force_ev_per_a": 4.90}

- Number 4 is which compound?
  C39H42F8O4Zn

- Number 1 is which compound?
  C4H6FN